--- one ---
{
  "formula": "CH4N3S2",
  "method": "the ωB97M-V functional and the def2-TZVPD basis",
  "symbols": ["C", "N", "N", "N", "S", "S", "H", "H", "H", "H"],
  "positions_angstrom": [[0.095, -0.116, 0.269], [-1.017, -0.501, 0.668], [1.208, 0.331, 0.753], [-0.157, 0.387, -1.837], [-1.721, -1.319, 1.986], [-2.532, -1.227, 0.134], [1.414, 0.500, 1.717], [1.870, 0.682, 0.150], [0.218, 1.325, -1.559], [0.622, -0.063, -2.281]],
  "lowdin_charge": [-0.248, -0.745, 0.213, 0.158, 0.659, 0.682, 0.145, 0.097, 0.033, 0.007],
  "homo_lumo_gap_ev": [7.76, 7.75],
  "e_lumo_ev": [-5.91, -5.91],
  "spin_multiplicity": 1,
  "total_charge": 1
}

***

--- two ---
{
  "formula": "CH4N3S2",
  "method": "the ωB97M-V functional and the def2-TZVPD basis",
  "symbols": ["C", "N", "N", "N", "S", "S", "H", "H", "H", "H"],
  "positions_angstrom": [[-0.515, -1.197, -0.668], [0.411, 2.383, 0.704], [-1.424, -1.147, -1.400], [0.500, -1.062, 0.042], [-0.176, 2.142, -0.772], [0.906, 1.296, 1.824], [0.497, 3.357, 1.014], [-2.341, -1.440, -1.667], [1.273, -1.711, -0.015], [0.628, -0.226, 0.737]],
  "lowdin_charge": [-0.235, -1.008, 0.331, 0.160, 0.729, 0.736, 0.050, 0.136, 0.158, -0.057],
  "homo_lumo_gap_ev": [7.32, 7.35],
  "e_lumo_ev": [-6.16, -6.15],
  "spin_multiplicity": 1,
  "total_charge": 1
}

***

In terms of stability, two leads; the second structure lies 2.603 eV higher.

***

--- one ---
{
  "formula": "C4H4OS2",
  "method": "the ωB97M-V functional and the def2-TZVPD basis",
  "symbols": ["C", "C", "C", "C", "H", "H", "H", "H", "O", "S", "S"],
  "positions_angstrom": [[-0.023, -0.452, 0.549], [-1.155, 0.130, -0.276], [-2.006, 0.614, -0.971], [1.269, 0.047, -0.066], [0.245, -2.229, -0.181], [-0.137, -0.016, 1.552], [-2.787, 0.939, -1.616], [0.610, 2.043, 0.918], [-0.044, -1.850, 0.661], [1.646, 1.706, 0.137], [2.382, -0.932, -0.708]],
  "lowdin_charge": [-0.497, -0.080, 0.132, -1.183, 0.063, 0.146, 0.032, -0.102, -0.047, 0.810, 0.728],
  "homo_lumo_gap_ev": 8.71,
  "e_lumo_ev": -0.53,
  "spin_multiplicity": 1
}

***

--- two ---
{
  "formula": "C4H4OS2",
  "method": "the ωB97M-V functional and the def2-TZVPD basis",
  "symbols": ["C", "C", "C", "C", "H", "H", "H", "H", "O", "S", "S"],
  "positions_angstrom": [[0.227, 0.232, -0.870], [-0.977, 0.681, -0.037], [0.328, -0.415, 2.049], [1.332, -0.152, 1.230], [-1.869, 0.834, -0.690], [-0.683, 1.643, 0.439], [0.523, -0.671, 3.081], [2.389, -0.074, 1.545], [1.327, -0.035, -0.145], [0.298, 0.143, -2.516], [-1.325, -0.363, 1.426]],
  "lowdin_charge": [-0.859, -0.450, -0.403, -0.205, 0.092, 0.095, 0.075, 0.137, -0.089, 0.719, 0.890],
  "homo_lumo_gap_ev": 8.52,
  "e_lumo_ev": -0.17,
  "spin_multiplicity": 1
}

***

--- three ---
{
  "formula": "C4H4OS2",
  "method": "the ωB97M-V functional and the def2-TZVPD basis",
  "symbols": ["C", "C", "C", "C", "H", "H", "H", "H", "O", "S", "S"],
  "positions_angstrom": [[-0.214, -1.855, 0.757], [-1.023, -0.704, 0.179], [-0.701, -0.336, -1.331], [-0.283, 0.963, -0.751], [-0.585, -2.848, 0.460], [-2.069, -0.763, 0.490], [0.161, -0.746, -1.825], [-1.597, -0.343, -1.931], [-0.552, 0.598, 0.527], [1.123, -1.673, 1.642], [0.242, 2.393, -1.300]],
  "lowdin_charge": [-0.594, -0.338, -0.067, -0.868, 0.065, 0.152, 0.121, 0.119, -0.064, 0.748, 0.726],
  "homo_lumo_gap_ev": 8.35,
  "e_lumo_ev": -0.68,
  "spin_multiplicity": 1
}

***

In terms of stability, two leads; the second structure lies 0.694 eV higher.

***

--- one ---
{
  "formula": "C3H18O6",
  "method": "the ωB97M-V functional and the def2-TZVPD basis",
  "symbols": ["O", "H", "H", "H", "C", "C", "C", "O", "H", "H", "H", "H", "H", "H", "H", "O", "H", "H", "O", "H", "H", "O", "H", "H", "O", "H", "H"],
  "positions_angstrom": [[-11.751, 9.626, -22.094], [-11.744, 9.943, -23.036], [-12.561, 9.108, -21.927], [-10.965, 8.944, -21.984], [-10.729, 5.623, -21.056], [-10.038, 6.976, -20.985], [-8.763, 6.924, -20.135], [-9.940, 7.752, -22.120], [-10.805, 5.156, -20.070], [-10.124, 4.980, -21.714], [-11.747, 5.583, -21.450], [-10.787, 7.494, -20.325], [-8.300, 7.907, -20.108], [-8.051, 6.171, -20.488], [-9.012, 6.618, -19.113], [-11.866, 12.614, -21.409], [-12.516, 12.324, -22.058], [-12.264, 13.386, -20.995], [-14.475, 10.357, -21.496], [-14.269, 10.530, -20.569], [-14.925, 9.509, -21.488], [-13.632, 7.312, -21.954], [-14.567, 7.524, -21.879], [-13.617, 6.403, -22.274], [-11.726, 10.508, -24.578], [-10.988, 11.069, -24.841], [-12.070, 10.141, -25.398]],
  "lowdin_charge": [0.154, 0.073, 0.079, 0.081, -0.091, -0.665, -0.082, -0.291, 0.070, 0.075, 0.036, 0.104, 0.067, 0.068, 0.064, -0.056, 0.016, 0.036, -0.034, 0.062, 0.022, -0.033, 0.035, 0.055, -0.007, 0.083, 0.079],
  "homo_lumo_gap_ev": 6.71,
  "e_lumo_ev": -0.19,
  "spin_multiplicity": 1
}

***

--- two ---
{
  "formula": "C3H18O6",
  "method": "the ωB97M-V functional and the def2-TZVPD basis",
  "symbols": ["C", "O", "H", "H", "H", "H", "C", "O", "H", "H", "H", "H", "C", "O", "H", "H", "H", "H", "O", "H", "H", "O", "H", "H", "O", "H", "H"],
  "positions_angstrom": [[-20.842, -8.195, -10.861], [-20.246, -7.434, -9.851], [-20.312, -8.278, -11.810], [-20.687, -9.212, -10.501], [-21.875, -7.944, -11.103], [-20.346, -6.500, -10.052], [-18.875, -13.238, -12.354], [-19.715, -14.333, -12.803], [-19.511, -12.645, -11.696], [-17.956, -13.508, -11.834], [-18.711, -12.514, -13.152], [-19.166, -14.856, -13.391], [-23.930, -12.831, -10.486], [-23.758, -14.173, -10.462], [-23.576, -12.297, -11.368], [-25.009, -12.680, -10.443], [-23.670, -12.189, -9.645], [-22.898, -14.319, -10.862], [-25.646, -6.136, -13.140], [-26.420, -5.602, -12.959], [-25.979, -6.878, -13.645], [-18.001, -7.395, -6.522], [-18.446, -6.761, -5.959], [-18.557, -7.457, -7.299], [-23.798, -4.560, -9.527], [-24.085, -5.030, -8.744], [-24.234, -5.010, -10.250]],
  "lowdin_charge": [-0.184, -0.110, 0.070, 0.076, 0.078, 0.078, -0.147, -0.131, 0.067, 0.078, 0.071, 0.064, -0.239, -0.073, 0.080, 0.077, 0.072, 0.083, -0.055, 0.029, 0.030, -0.053, 0.028, 0.016, -0.053, 0.030, 0.021],
  "homo_lumo_gap_ev": 10.60,
  "e_lumo_ev": 0.38,
  "spin_multiplicity": 1
}

***

In terms of stability, one leads; the second structure lies 0.145 eV higher.